Entry 1:
{"formula": "C36H62F9N4O4", "method": "ωB97M-V/def2-TZVPD", "elements": ["C", "C", "N", "N", "C", "N", "C", "N", "C", "C", "C", "C", "C", "C", "C", "C", "C", "C", "C", "C", "C", "C", "C", "C", "C", "C", "C", "C", "C", "F", "F", "C", "F", "F", "C", "F", "F", "C", "F", "F", "F", "H", "H", "H", "H", "H", "H", "H", "H", "H", "H", "H", "H", "H", "H", "H", "H", "H", "H", "H", "H", "H", "H", "H", "H", "H", "H", "H", "H", "H", "H", "H", "H", "H", "H", "H", "H", "H", "H", "H", "H", "H", "H", "H", "H", "H", "H", "O", "C", "O", "C", "C", "C", "H", "H", "H", "H", "H", "H", "H", "H", "O", "C", "O", "C", "C", "C", "H", "H", "H", "H", "H", "H", "H", "H"], "xyz": [[-1.90918, 0.34428, 2.14049], [-1.36498, -0.84942, 1.95659], [-0.01581, -0.96211, 1.49050], [1.02976, -0.78596, 2.37377], [2.15463, -0.92389, 1.67577], [1.92703, -1.18605, 0.41152], [0.57918, -1.22436, 0.28598], [-0.03861, -1.48561, -0.85320], [0.79305, -1.72841, -2.05672], [1.26987, -3.17307, -2.13891], [1.69652, -3.60459, -3.55442], [3.21440, -3.62075, -3.75746], [3.81336, -2.22019, -3.81044], [5.33851, -2.20394, -3.65580], [5.76808, -2.00216, -2.19969], [5.52101, -0.57184, -1.69711], [6.73672, 0.36673, -1.85877], [6.43356, 1.64885, -2.65115], [7.68297, 2.28939, -3.27827], [7.62365, 3.83015, -3.29203], [8.29605, 4.43634, -2.05369], [7.69471, 5.75490, -1.53464], [7.14831, 6.69702, -2.60369], [6.75452, 8.06174, -2.03574], [5.72772, 8.80400, -2.91098], [5.90667, 10.31400, -2.88243], [-1.47940, -1.56334, -1.00519], [-2.08523, -0.21159, -1.40998], [-3.35253, -0.31883, -2.22841], [-3.12480, -1.10707, -3.30410], [-3.70590, 0.90688, -2.68718], [-4.59328, -0.88948, -1.49678], [-4.23913, -2.03127, -0.87453], [-5.52257, -1.19386, -2.41834], [-5.25515, 0.07919, -0.45112], [-5.51564, -0.62559, 0.66739], [-4.41243, 1.07335, -0.11147], [-6.60456, 0.70665, -0.89599], [-6.52191, 1.28975, -2.06101], [-6.92952, 1.61011, 0.00680], [-7.52739, -0.21892, -0.92191], [-2.90949, 0.44023, 2.53843], [-1.35923, 1.24495, 1.89706], [-1.89282, -1.76318, 2.19315], [0.88754, -0.59538, 3.35285], [3.12804, -0.83183, 2.13278], [1.61616, -1.01933, -2.02528], [0.17604, -1.46983, -2.91695], [2.09813, -3.31218, -1.44296], [0.43393, -3.80082, -1.82238], [1.30303, -4.60401, -3.74154], [1.22696, -2.95737, -4.30063], [3.41616, -4.13226, -4.69964], [3.65636, -4.19706, -2.94215], [3.49556, -1.72241, -4.72773], [3.39667, -1.64072, -2.98267], [5.74075, -1.37174, -4.24108], [5.76774, -3.12056, -4.06112], [6.82656, -2.23308, -2.08677], [5.19616, -2.70072, -1.57978], [5.21782, -0.60734, -0.64873], [4.67925, -0.12396, -2.23057], [7.03667, 0.69246, -0.86110], [7.57714, -0.15999, -2.31038], [5.71842, 1.41965, -3.44446], [5.96897, 2.36536, -1.96936], [7.81745, 1.90658, -4.28981], [8.54701, 1.96614, -2.69293], [8.10407, 4.18415, -4.20253], [6.57054, 4.11228, -3.30942], [8.22516, 3.69500, -1.25360], [9.35686, 4.59130, -2.25420], [8.47677, 6.29404, -0.99539], [6.88816, 5.54103, -0.82975], [7.86294, 6.81972, -3.42139], [6.24718, 6.26283, -3.04512], [7.64097, 8.68442, -1.90026], [6.31918, 7.88428, -1.04914], [4.72943, 8.53584, -2.56120], [5.82114, 8.42840, -3.93239], [6.82907, 10.60355, -3.38267], [5.07613, 10.82274, -3.37305], [5.92530, 10.67262, -1.85251], [-1.67390, -2.27867, -1.80308], [-1.95341, -1.97592, -0.12033], [-2.23516, 0.44506, -0.55814], [-1.36261, 0.28673, -2.06053], [-9.53129, -1.27926, 5.96028], [-9.09807, -1.25776, 4.84254], [-9.00684, -0.06968, 4.20741], [-8.36943, 0.07076, 2.93613], [-9.30553, -0.21368, 1.78083], [-8.69661, -2.52269, 4.11986], [-7.46746, -0.54261, 2.89472], [-8.04669, 1.11082, 2.90398], [-9.66603, -1.24275, 1.79468], [-8.80093, -0.03943, 0.83693], [-10.17570, 0.43996, 1.83965], [-9.57913, -2.96916, 3.66367], [-8.30070, -3.21931, 4.85410], [-7.93789, -2.38392, 3.35450], [-5.76201, -7.29683, 5.38902], [-6.32359, -6.80115, 6.32614], [-7.13035, -5.74321, 6.10103], [-7.93860, -5.14165, 7.11864], [-7.16852, -4.10448, 7.90877], [-6.09954, -7.28123, 7.74153], [-8.39160, -5.89378, 7.76446], [-8.75211, -4.66003, 6.57881], [-6.33810, -4.55144, 8.45632], [-7.82564, -3.60896, 8.62270], [-6.75768, -3.35087, 7.23640], [-5.20316, -6.79920, 8.12992], [-5.92838, -8.35360, 7.70771], [-6.92546, -7.08688, 8.42007]], "forces_ev_per_angstrom": [[0.3, -0.2, -0.1], [-0.4, 0.4, 0.2], [0.3, -0.1, -0.1], [0.3, 0.0, -0.2], [-0.1, 0.0, 0.0], [0.1, 0.0, 0.1], [-0.4, 0.0, 0.2], [0.3, 0.1, 0.1], [0.0, 0.2, 0.1], [-0.2, 0.1, -0.3], [0.1, -0.1, 0.1], [-0.5, 0.2, -0.2], [0.1, -0.2, 0.3], [0.0, 0.5, -0.1], [-0.4, 0.0, 0.0], [0.2, 0.0, 0.0], [-0.5, 0.3, 0.1], [0.3, -0.2, -0.1], [-0.1, 0.1, 0.3], [0.1, -0.5, 0.1], [-0.3, 0.1, 0.0], [0.2, 0.1, -0.4], [-0.2, 0.0, 0.0], [-0.1, -0.1, -0.1], [0.3, -0.2, 0.2], [-0.3, 0.0, 0.0], [-0.4, 0.0, -0.2], [0.5, -0.1, -0.1], [-0.1, 0.2, 0.2], [0.0, -0.1, 0.0], [0.1, 0.0, -0.1], [-0.2, 0.2, -0.3], [0.1, -0.1, 0.1], [0.0, -0.1, 0.0], [0.0, -0.4, 0.0], [0.0, 0.0, 0.1], [0.1, 0.1, 0.0], [0.8, -0.1, 0.3], [0.2, 0.4, -0.9], [-0.3, 0.6, 0.7], [-0.7, -0.8, -0.2], [0.0, 0.0, 0.0], [0.0, 0.1, 0.0], [0.2, -0.2, 0.0], [-0.2, 0.0, 0.0], [0.0, 0.0, 0.0], [0.1, 0.0, -0.1], [-0.1, 0.0, 0.0], [-0.1, -0.1, 0.1], [0.0, -0.1, 0.1], [0.0, 0.0, 0.0], [0.0, 0.0, 0.0], [0.2, -0.1, 0.1], [0.2, -0.1, 0.0], [0.0, 0.0, -0.1], [0.0, 0.1, 0.0], [0.1, -0.1, -0.1], [0.0, 0.0, 0.0], [0.0, -0.2, 0.1], [0.1, -0.1, 0.0], [0.0, 0.0, 0.0], [-0.1, -0.1, 0.0], [0.4, -0.1, 0.0], [0.0, -0.1, 0.0], [-0.1, 0.1, 0.0], [-0.2, 0.0, -0.1], [0.0, -0.1, 0.0], [0.2, 0.1, -0.1], [-0.1, 0.3, 0.0], [0.0, 0.1, -0.2], [0.2, 0.0, 0.1], [0.1, -0.1, 0.0], [-0.1, 0.0, 0.2], [0.0, 0.0, 0.1], [0.1, 0.0, 0.0], [0.0, -0.1, -0.1], [0.1, 0.0, 0.1], [0.1, 0.2, 0.1], [-0.1, 0.0, -0.1], [-0.1, 0.1, -0.1], [0.1, 0.1, 0.1], [0.0, 0.0, -0.1], [0.1, 0.1, 0.0], [0.1, -0.1, 0.0], [0.1, 0.0, 0.1], [-0.1, 0.0, 0.1], [-0.1, 0.1, -0.1], [0.0, 0.0, 0.0], [-0.1, -0.1, 0.0], [0.1, 0.1, 0.0], [0.0, 0.1, -0.1], [-0.2, -0.1, 0.2], [0.3, 0.0, 0.0], [0.0, 0.0, 0.0], [0.0, 0.0, 0.0], [0.1, 0.0, 0.0], [-0.1, 0.0, 0.0], [0.0, 0.0, 0.0], [0.0, 0.0, 0.0], [-0.1, 0.0, 0.0], [-0.1, 0.0, -0.1], [0.0, 0.0, 0.0], [0.1, 0.0, 0.1], [-0.1, 0.0, -0.1], [0.0, 0.2, 0.2], [0.1, -0.1, 0.0], [-0.2, -0.1, 0.0], [0.1, -0.1, 0.0], [0.0, 0.0, 0.0], [0.0, 0.0, 0.0], [0.0, 0.0, 0.0], [0.0, 0.0, 0.0], [0.0, 0.0, 0.0], [0.1, 0.0, 0.0], [0.0, 0.1, 0.0]], "charge": 1, "multiplicity": 1, "orbital_gap_ev": 8.7, "homo_energy_ev": -11.631, "largest_force_ha_per_bohr": 0.0211}

***

Entry 2:
{"formula": "C5H8N2", "method": "ωB97M-V/def2-TZVPD", "elements": ["C", "N", "C", "C", "C", "C", "N", "H", "H", "H", "H", "H", "H", "H", "H"], "xyz": [[-2.52404, -0.68570, -0.44356], [-1.40369, 0.16698, -0.13901], [-0.32143, -0.38393, 0.18785], [0.90368, 0.42559, 0.52961], [2.15031, -0.14996, -0.12774], [0.72059, 1.85783, 0.35462], [0.52797, 2.99596, 0.28752], [-2.86204, -0.45974, -1.45607], [-3.34698, -0.43670, 0.23028], [-2.32366, -1.76653, -0.37008], [-0.19782, -1.47792, 0.24325], [1.15339, 0.60581, 1.62049], [2.28900, 0.30453, -1.09565], [2.27010, -1.22780, -0.29213], [3.02301, 0.11176, 0.45278]], "forces_ev_per_angstrom": [[-0.3, -0.1, -0.2], [0.3, -0.2, 0.1], [-0.3, 0.2, 0.5], [0.6, 0.2, 1.5], [1.1, 0.3, -0.4], [-0.6, 1.5, -1.3], [0.3, -1.0, 0.1], [0.0, 0.0, 0.0], [0.0, 0.0, -0.1], [0.1, 0.2, 0.0], [0.0, 0.2, 0.0], [-0.7, -1.7, -0.4], [0.0, 0.1, -0.5], [-0.9, 0.1, 0.4], [0.3, 0.3, 0.2]], "charge": 0, "multiplicity": 1, "orbital_gap_ev": 11.1, "relative_energy_kcal_mol": 35.1, "homo_energy_ev": -10.271, "smiles": "C/N=C/[C@@H](C)C#N", "largest_force_ha_per_bohr": 0.0410}

***

Entry 3:
{"formula": "C4H6N2S2", "method": "ωB97M-V/def2-TZVPD", "elements": ["C", "C", "C", "C", "H", "H", "H", "H", "H", "H", "N", "N", "S", "S"], "xyz": [[-1.03600, 1.59474, 1.35587], [-0.53547, 0.90450, -0.12386], [-1.75153, -0.09734, -0.38748], [0.61630, -0.10820, 0.08449], [-0.36169, 2.42460, 1.48271], [-0.94859, 0.82300, 2.07438], [-2.03754, 2.16107, 1.30270], [-0.67578, 2.61456, -1.42968], [-0.21532, 0.97222, -1.92682], [-2.88690, 0.10765, -0.33023], [-0.10233, 1.65404, -1.28412], [-1.56040, -1.36317, -0.08629], [-0.00586, -1.74652, 0.04647], [2.19368, 0.19019, 0.13139]], "forces_ev_per_angstrom": [[0.0, 1.5, -3.9], [-2.1, -1.5, 1.7], [-1.5, -1.6, 2.4], [-0.1, -0.4, 0.2], [0.8, 0.0, 0.6], [-0.1, -0.5, 0.8], [1.1, -1.6, -0.1], [1.5, -3.4, 0.0], [-0.4, -1.6, -3.8], [2.0, 0.6, -0.6], [-1.6, 5.8, 3.4], [-2.0, 2.5, -1.7], [2.3, -0.1, 0.8], [0.2, 0.3, 0.2]], "charge": 0, "multiplicity": 1, "orbital_gap_ev": 8.1, "relative_energy_kcal_mol": 71.7, "homo_energy_ev": -8.580, "largest_force_ha_per_bohr": 0.1343}

***

Entry 4:
{"formula": "C9H15N3O4Ru", "method": "ωB97M-V/def2-TZVPD", "elements": ["Ru", "O", "C", "O", "C", "C", "C", "C", "C", "N", "C", "O", "O", "H", "H", "H", "H", "H", "N", "C", "C", "N", "H", "H", "H", "H", "H", "H", "H", "H", "H", "H"], "xyz": [[0.13826, 0.15277, -0.63248], [2.50327, 2.95642, 0.28681], [1.59570, 2.02024, -0.05936], [1.86404, 0.80924, -0.02768], [0.27346, 2.69569, -0.46669], [-0.22199, 3.95872, -0.57133], [-1.57715, 4.07387, -1.01624], [-2.38766, 2.93438, -1.33977], [-1.80533, 1.70673, -1.20456], [-0.56808, 1.75246, -0.79125], [-2.20142, 0.19958, -1.40790], [-3.48279, 0.07938, -1.83945], [-1.47846, -0.79574, -1.21491], [3.29069, 2.42004, 0.52301], [0.37672, 4.82769, -0.33100], [-2.00996, 5.06986, -1.11273], [-3.40743, 3.07052, -1.67220], [-3.97341, 0.90916, -1.96300], [1.65180, -4.49730, 1.34589], [0.91253, -3.30631, 1.83617], [0.80530, -2.25397, 0.72159], [0.09359, -1.04979, 1.11579], [1.73149, -5.21103, 2.08215], [2.60706, -4.25590, 1.04893], [1.17745, -4.93568, 0.54457], [1.46481, -2.92416, 2.70011], [-0.07348, -3.65563, 2.15742], [0.29750, -2.68970, -0.14650], [1.80969, -1.97069, 0.38684], [0.57417, -0.54199, 1.89377], [-0.90150, -1.24369, 1.37326], [0.92117, -0.30514, -2.21926]], "forces_ev_per_angstrom": [[4.7, -10.1, -1.8], [-1.5, -2.6, -0.6], [3.1, 4.8, 1.2], [2.9, 2.6, 1.4], [0.3, -0.4, 0.0], [-0.8, 1.5, -0.2], [0.2, -0.7, 0.0], [-0.3, 1.6, 0.0], [0.2, -0.5, 0.0], [-2.5, 5.0, -0.2], [-5.2, 0.9, -1.8], [2.8, -0.9, 0.9], [-4.6, 0.2, -1.2], [0.4, 0.7, 0.1], [-0.1, 0.2, 0.0], [0.1, -0.3, 0.0], [-0.1, 0.2, 0.0], [0.2, 0.0, 0.0], [0.3, -0.4, -0.3], [-0.3, 0.4, 0.3], [0.5, -1.1, 0.1], [-0.6, -0.4, 2.3], [0.0, 0.0, -0.1], [-0.1, -0.2, 0.1], [0.1, -0.1, 0.1], [-0.2, 0.0, -0.1], [0.1, 0.1, 0.0], [0.0, 0.0, 0.1], [-0.1, 0.0, 0.1], [-0.7, -0.7, -0.6], [1.1, 0.1, 0.1], [0.0, -0.2, 0.4]], "charge": 3, "multiplicity": 6, "orbital_gap_ev": [5.8, 8.6], "homo_energy_ev": [-16.942, -20.522], "largest_force_ha_per_bohr": 0.2195}

***

Entry 5:
{"formula": "C5H10N2", "method": "ωB97M-V/def2-TZVPD", "elements": ["C", "C", "C", "C", "C", "N", "N", "H", "H", "H", "H", "H", "H", "H", "H", "H", "H"], "xyz": [[-0.19579, -0.04975, -1.71394], [-0.70325, -0.71135, -0.28564], [0.01399, -0.06100, 0.72718], [1.45848, -0.23518, 0.70530], [-0.62863, 0.90736, 1.59756], [-1.86392, 1.17859, 1.51864], [1.03118, -0.45538, -2.11848], [-1.04467, -0.29133, -2.37606], [-0.17568, 1.03121, -1.59487], [-1.77334, -0.55550, -0.14264], [-0.50226, -1.77206, -0.29018], [1.80348, 0.05455, -0.32038], [1.96319, 0.35352, 1.45984], [0.02248, 1.39346, 2.31278], [-2.10559, 1.89510, 2.20216], [1.74453, -1.28291, 0.81938], [0.95581, -1.39933, -2.50065]], "forces_ev_per_angstrom": [[0.7, 0.9, -1.7], [-1.5, -0.8, 1.9], [0.5, 0.0, -0.4], [-0.1, -0.2, 0.9], [0.4, 0.3, -0.3], [-0.5, 0.1, 0.1], [0.0, 0.1, -0.3], [0.1, -0.3, 0.4], [-0.4, 0.2, 0.4], [0.0, 0.1, -0.4], [0.2, -0.3, -0.8], [-0.1, -0.3, -0.4], [0.2, 0.2, 0.2], [0.3, 0.2, 0.3], [-0.1, -0.1, -0.1], [0.1, 0.1, -0.2], [0.1, -0.2, 0.3]], "charge": 0, "multiplicity": 1, "orbital_gap_ev": 6.3, "relative_energy_kcal_mol": 93.3, "homo_energy_ev": -7.567, "largest_force_ha_per_bohr": 0.0496}

***

Entry 6:
{"formula": "C19H19NO5S", "method": "ωB97M-V/def2-TZVPD", "elements": ["C", "C", "C", "C", "C", "C", "C", "C", "S", "O", "O", "C", "C", "C", "C", "C", "C", "O", "N", "C", "C", "C", "C", "C", "O", "O", "H", "H", "H", "H", "H", "H", "H", "H", "H", "H", "H", "H", "H", "H", "H", "H", "H", "H", "H"], "xyz": [[2.63718, 2.30551, -1.03808], [1.73597, 1.82460, 0.05631], [0.67202, 2.60487, 0.48762], [-0.16306, 2.18560, 1.50827], [0.06134, 0.96942, 2.12702], [1.12110, 0.18318, 1.71373], [1.95658, 0.59235, 0.68120], [3.04258, -0.30367, 0.21113], [2.56311, -1.09234, -1.38893], [3.72893, -1.14128, -2.23035], [1.38667, -0.47440, -1.93155], [2.13333, -2.84425, -0.95818], [1.05642, -2.82727, 0.04436], [0.93021, -3.38463, 1.29004], [-0.31874, -2.95613, 1.79080], [-0.86141, -2.15089, 0.82311], [-2.12818, -1.39512, 0.79196], [-2.98710, -1.52017, 1.64432], [-2.23612, -0.58337, -0.28258], [-3.42360, 0.20797, -0.52586], [-3.20313, 1.66794, -0.30362], [-3.57473, 2.49096, 0.71825], [-3.10416, 3.78300, 0.37680], [-2.48009, 3.64477, -0.82339], [-2.53588, 2.37191, -1.24391], [-0.02829, -2.08540, -0.23888], [2.28790, 3.25884, -1.42586], [3.65485, 2.43773, -0.66850], [2.66342, 1.58584, -1.85380], [0.49175, 3.55901, 0.01390], [-0.98497, 2.81000, 1.82223], [-0.58502, 0.63112, 2.92206], [1.31327, -0.75749, 2.20972], [3.22917, -1.12784, 0.89416], [3.97035, 0.21513, -0.01462], [1.81509, -3.26730, -1.90946], [3.03307, -3.33624, -0.60497], [1.63391, -4.02879, 1.77707], [-0.76178, -3.19466, 2.73509], [-1.44520, -0.46604, -0.89938], [-3.75315, 0.04166, -1.55726], [-4.18440, -0.15039, 0.17179], [-4.11431, 2.20905, 1.59868], [-3.21896, 4.68287, 0.94589], [-1.98389, 4.35058, -1.45949]], "forces_ev_per_angstrom": [[0.0, 0.0, 0.0], [0.0, 0.0, 0.1], [0.0, 0.0, 0.0], [0.0, 0.0, 0.1], [0.0, 0.0, 0.0], [0.2, 0.0, 0.0], [-0.3, 0.2, 0.3], [-0.3, -0.3, -0.6], [0.5, -0.5, -0.2], [0.4, -0.2, 0.1], [-0.3, 0.0, 0.2], [0.0, 1.1, -0.2], [0.1, -0.5, 0.8], [0.2, 0.2, -0.6], [-0.5, 0.5, -0.5], [0.2, -0.8, 1.0], [0.1, 0.2, -0.4], [0.0, -0.1, 0.3], [0.1, 0.1, -0.3], [0.1, 0.2, -0.1], [-0.6, -0.1, 0.8], [0.1, -0.5, -0.5], [0.3, 0.1, -0.5], [-0.1, 0.7, 0.6], [0.1, -0.4, -0.4], [-0.3, 0.0, -0.1], [0.0, 0.0, -0.1], [0.1, 0.0, 0.0], [0.1, 0.1, -0.1], [0.0, 0.1, -0.1], [-0.1, 0.0, 0.0], [-0.1, 0.0, 0.1], [0.0, -0.1, 0.0], [0.1, 0.0, 0.1], [0.1, -0.1, -0.1], [0.1, 0.0, -0.1], [0.0, 0.0, 0.1], [0.2, -0.1, 0.0], [-0.2, 0.0, 0.2], [0.0, -0.1, 0.1], [-0.1, 0.0, 0.1], [0.1, 0.1, -0.2], [-0.1, -0.1, 0.2], [0.0, 0.2, 0.0], [0.1, 0.0, -0.2]], "charge": 0, "multiplicity": 1, "orbital_gap_ev": 9.2, "relative_energy_kcal_mol": 41.7, "homo_energy_ev": -8.698, "smiles": "Cc1ccccc1CS(=O)(=O)Cc1ccc(C(=O)NCc2ccco2)o1", "largest_force_ha_per_bohr": 0.0251}